No. 1
C16H19N2O6 | ωB97M-V/def2-TZVPD

Last column: natural (NBO) charge in e.
Element x y z (Å)
C1 -5.2281 0.7316 3.3670  -0.63
C2 -4.0829 -0.2595 3.3268  -0.07
O1 -2.8669 0.4223 3.1544  -0.50
C3 -1.8175 -0.4307 3.0370  0.84
N1 -0.5976 0.2022 2.8314  -0.12
N2 -0.6221 1.2527 2.2147  -0.15
C4 0.5904 1.9126 2.0720  0.84
O2 1.4118 1.8411 2.9575  -0.56
O3 0.8192 2.5898 0.9130  -0.47
C5 2.1650 2.9893 0.8763  -0.07
C6 2.5756 3.5474 -0.4688  -0.63
O4 -1.9118 -1.6369 3.0826  -0.54
H1 -6.2077 0.2504 3.3776  0.21
H2 -5.1455 1.3736 4.2451  0.21
H3 -5.1788 1.3884 2.4975  0.22
H4 -4.0039 -0.8456 4.2529  0.18
H5 -4.1778 -0.9695 2.4942  0.19
H6 2.3072 3.7141 1.6908  0.17
H7 2.7508 2.0919 1.1303  0.22
H8 3.5936 3.9424 -0.4517  0.21
H9 2.5259 2.7717 -1.2345  0.24
H10 1.9064 4.3529 -0.7724  0.20
C7 0.5780 -3.2139 2.1259  -0.69
C8 1.0875 -2.3540 1.0150  0.49
C9 0.1517 -1.6924 0.1908  -0.61
C10 0.5101 -0.7391 -0.8002  0.44
C11 -0.5126 -0.2557 -1.7655  -0.01
C12 -1.7487 -0.8656 -1.9608  -0.22
C13 -2.6085 -0.3980 -2.9310  -0.22
C14 -2.2558 0.6749 -3.7236  -0.24
C15 -1.0334 1.2851 -3.5411  -0.23
C16 -0.1745 0.8213 -2.5714  -0.21
O5 1.6433 -0.2801 -0.9068  -0.66
O6 2.2959 -2.2506 0.8738  -0.65
H11 -0.4366 -3.5621 1.9376  0.20
H12 1.2208 -4.0860 2.2478  0.20
H13 0.5702 -2.6521 3.0604  0.22
H14 -0.8875 -1.9095 0.3562  0.17
H15 -2.0233 -1.7171 -1.3653  0.21
H16 -3.5574 -0.8812 -3.0818  0.19
H17 -2.9249 1.0278 -4.4917  0.19
H18 -0.7441 2.1155 -4.1634  0.19
H19 0.7922 1.2719 -2.4271  0.23

HOMO level = -0.1238 Eh
frontier orbital gap = 4.97 eV
charge = -1



No. 2
C16H19N3O | ωB97M-V/def2-TZVPD

Last column: natural (NBO) charge in e.
Element x y z (Å)
N1 0.5610 0.9501 2.7649  -0.55
C1 -0.2994 -0.1164 2.8767  0.12
N2 -1.3164 -0.0356 1.9835  -0.43
C2 -1.0718 1.1229 1.2653  -0.08
C3 -1.8777 1.6132 0.1658  0.41
O1 -2.8955 1.1436 -0.2995  -0.53
C4 0.1058 1.7322 1.7560  -0.09
H1 -0.1779 -0.9308 3.5996  0.19
H2 -1.3590 2.5441 -0.1968  0.08
H3 0.5964 2.6446 1.4042  0.20
C5 2.1273 3.7847 7.3198  -0.40
C6 1.1434 3.8585 6.1466  -0.41
C7 1.7122 3.2366 4.8835  -0.22
N3 2.1876 1.8626 5.1632  -0.45
C8 2.1606 0.9310 4.1761  0.31
C9 2.4935 -0.4503 4.4469  -0.16
C10 2.3062 -0.9907 5.7509  -0.17
C11 2.8793 -2.2156 6.1047  -0.22
C12 3.5048 -3.0122 5.1255  -0.17
C13 3.6474 -2.5056 3.8297  -0.21
C14 3.0927 -1.2896 3.4521  -0.14
C15 3.2874 1.8541 6.1800  -0.21
C16 2.7547 2.3986 7.4869  -0.41
H4 2.9594 4.4882 7.1605  0.20
H5 1.6314 4.0470 8.2620  0.22
H6 0.2108 3.3414 6.4158  0.21
H7 0.8396 4.8973 5.9843  0.23
H8 0.9500 3.1915 4.0967  0.24
H9 2.5751 3.8267 4.5286  0.18
H10 2.1966 1.2589 3.0692  0.28
H11 1.6917 -0.4232 6.4457  0.23
H12 2.8404 -2.5330 7.1360  0.22
H13 3.9663 -3.9691 5.4031  0.23
H14 4.1992 -3.0991 3.0977  0.22
H15 3.0616 -0.9508 2.4165  0.24
H16 3.6180 0.8158 6.3441  0.23
H17 4.1480 2.4405 5.8080  0.19
H18 3.5982 2.3248 8.1877  0.22
H19 2.0184 1.6712 7.8530  0.20

relative energy (zero: lowest compared OMol25 entry of this formula, charge and spin) = 447.5 kJ/mol
HOMO level = -0.2917 Eh
frontier orbital gap = 6.88 eV



No. 3
C16H19N3O4 | ωB97M-V/def2-TZVPD

Last column: natural (NBO) charge in e.
Element x y z (Å)
H1 -2.3636 -1.8711 2.6967  0.41
N1 -1.6754 -1.4958 1.7744  -0.65
C1 -2.2638 -1.3419 0.6477  0.23
C2 -3.9743 -1.6092 0.5155  0.75
O1 -4.5377 -2.2207 1.4126  -0.54
O2 -4.1697 -1.5238 -0.8562  -0.50
C3 -2.9598 -0.9689 -1.5785  -0.08
C4 -1.8067 -0.5690 -0.6339  -0.32
C5 -1.9226 0.8110 -0.3792  -0.12
C6 -3.0017 1.4790 -0.9035  -0.21
C7 -3.0233 2.9409 -0.5191  -0.18
C8 -1.9433 3.4715 0.1833  -0.23
C9 -0.8458 2.8185 0.3511  -0.20
C10 -0.9424 1.4420 0.2271  0.18
N2 0.1284 0.5293 0.8579  -0.71
C11 1.3365 1.0794 1.1283  0.66
O3 1.8230 2.0161 0.6822  -0.61
C12 2.1735 -0.4446 1.6877  -0.22
N3 2.9060 -1.0798 0.9776  -0.43
C13 2.1033 -1.9304 -0.1622  -0.27
C14 1.8835 -1.2069 -1.2471  -0.15
O4 3.1726 -0.8705 -1.8190  -0.58
C15 4.0124 0.1311 -1.0627  -0.07
C16 4.0880 -0.6291 0.4670  -0.19
H2 -3.2828 -0.4239 -2.5253  0.25
H3 -2.6210 -2.0324 -1.8785  0.20
H4 -0.9887 -1.0236 -0.8932  0.24
H5 -3.9304 1.1041 -1.2290  0.23
H6 -3.7615 3.6847 -0.8742  0.22
H7 -1.8260 4.6433 0.0180  0.21
H8 0.0450 3.3422 0.9083  0.26
H9 -0.2266 -0.3568 1.2779  0.45
H10 1.4853 -0.7033 2.3535  0.20
H11 2.7958 0.1545 2.5940  0.16
H12 1.2223 -2.1443 0.3779  0.21
H13 2.6723 -3.0287 -0.2300  0.24
H14 1.5223 -1.9860 -2.0651  0.21
H15 1.3390 -0.0977 -1.4874  0.24
H16 4.8612 0.3537 -1.4155  0.17
H17 3.2925 1.0126 -0.6836  0.19
H18 4.5602 -0.0013 0.9561  0.18
H19 4.6435 -1.4543 0.3483  0.18

relative energy (zero: lowest compared OMol25 entry of this formula, charge and spin) = 1520.6 kJ/mol
HOMO level = -0.2626 Eh
frontier orbital gap = 6.98 eV
SMILES = [H]/N=C1\C(=O)OC[C@H]1c1ccccc1NC(=O)CN1CCOCC1